(1)
Formula: C2H2N2S
Source: the Open Molecules 2025 dataset
Level of theory: ωB97M-V/def2-TZVPD

The LUMO energy is 0.505 eV. The calculation puts the gap between HOMO and LUMO at 10.410 eV. Its energy above the lowest of the compared OMol25 structures with the same formula, charge and spin is 288.71 kJ/mol. Its charge is 0. As for the SMILES: N#[N+][S-].C#C. The calculation puts the max |F| at 4.90 eV/A.

Each line ends with the natural charge from an NBO analysis.
Geometry (Å):
C: 0.08471 0.01396 0.50914  -0.250
C: -0.12496 -0.09627 -0.64149  -0.245
N: 3.16143 -1.54454 0.31057  0.037
N: 3.67868 -0.55140 0.15603  -0.142
S: 4.09729 0.90506 -0.12576  0.106
H: 0.42881 -0.01124 1.55169  0.244
H: -0.55409 -0.18091 -1.68068  0.251

(2)
Formula: C21H16BBrCaN4O9S
Source: the Open Molecules 2025 dataset
Level of theory: ωB97M-V/def2-TZVPD

The LUMO energy is 3.715 eV. The calculation puts the gap between HOMO and LUMO at 6.132 eV. Its energy above the lowest of the compared OMol25 structures with the same formula, charge and spin is 1.63 kJ/mol. Its charge is -2. The calculation puts the max |F| at 0.25 eV/A.

Each line ends with the natural charge from an NBO analysis.
Geometry (Å):
Ca: 0.50027 0.01325 1.35084  1.698
O: 6.74982 -0.61054 -0.50643  -0.677
C: 5.45019 -0.46095 -0.09744  0.323
C: 5.11642 -0.38829 1.24919  -0.326
C: 3.77985 -0.23801 1.57818  0.134
N: 2.83835 -0.16050 0.65086  -0.510
C: 3.15602 -0.23724 -0.63536  0.134
C: 4.45996 -0.39050 -1.07014  -0.298
C: 1.96530 -0.15691 -1.60263  0.760
O: 2.18166 -0.30070 -2.80687  -0.706
O: 0.84786 0.02318 -1.02564  -0.853
C: 3.29384 -0.17007 3.04209  0.749
O: 4.16117 -0.27503 3.91470  -0.720
O: 2.04423 -0.03120 3.17093  -0.827
H: 7.30267 -0.64917 0.28140  0.472
H: 5.84899 -0.44840 2.04514  0.230
H: 4.68045 -0.45377 -2.12547  0.242
O: -0.48238 3.72097 2.08912  -0.693
B: -0.63461 2.55060 1.25054  0.288
O: -1.46942 3.02019 0.15530  -0.735
C: -1.77473 4.32376 0.36152  0.306
C: -2.54527 5.16802 -0.40817  -0.285
C: -2.69250 6.48254 0.04279  -0.245
C: -2.08651 6.91268 1.21670  -0.251
C: -1.30897 6.04552 1.98982  -0.260
C: -1.16984 4.74974 1.53919  0.224
H: -3.01564 4.81515 -1.31705  0.225
H: -3.29032 7.17743 -0.53481  0.195
H: -2.21774 7.93884 1.53967  0.192
H: -0.83221 6.36963 2.90590  0.207
C: -1.14564 -1.68059 -2.78726  -0.435
N: -2.29490 -0.88819 -3.19181  -0.602
C: -2.57867 0.34023 -2.70662  0.340
N: -1.64595 0.93541 -1.97452  -0.803
S: -4.08340 1.05915 -3.06611  -0.465
H: -1.23129 -2.66157 -3.25172  0.193
H: -1.10730 -1.80293 -1.70191  0.209
H: -0.20740 -1.22210 -3.10263  0.236
H: -3.06689 -1.32802 -3.65758  0.400
H: -0.72501 0.53947 -1.76475  0.446
H: -1.87244 1.81405 -1.53580  0.433
Br: -4.90216 -5.65671 0.65902  0.019
C: -3.02324 -5.36599 0.67686  -0.136
C: -2.17698 -6.43796 0.45077  -0.007
N: -0.85297 -6.31326 0.45147  -0.423
C: -0.34889 -5.10069 0.68089  0.057
C: -1.12588 -3.97326 0.91902  -0.157
C: -2.50504 -4.10721 0.91286  -0.166
C: -0.48127 -2.62083 1.17551  0.741
O: 0.76019 -2.55418 1.14990  -0.739
O: -1.26557 -1.65614 1.38516  -0.805
H: -2.58350 -7.42593 0.26511  0.187
H: 0.72895 -4.99705 0.68131  0.221
H: -3.12167 -3.23595 1.08894  0.260

(3)
Formula: C4H13NO5
Source: the Open Molecules 2025 dataset
Level of theory: ωB97M-V/def2-TZVPD

The LUMO energy is 0.146 eV. The calculation puts the gap between HOMO and LUMO at 10.130 eV. Its energy above the lowest of the compared OMol25 structures with the same formula, charge and spin is 160.93 kJ/mol. Its charge is 0. As for the SMILES: CC(=O)NCC=O.O.O.O. The calculation puts the max |F| at 2.34 eV/A.

Each line ends with the natural charge from an NBO analysis.
Geometry (Å):
C: -1.33934 -1.88254 1.11559  -0.732
C: -0.70076 -0.67322 1.75636  0.664
N: 0.37581 -0.04765 1.17124  -0.648
C: 0.92079 -0.49427 -0.10436  -0.346
C: 2.31425 -1.08512 0.07839  0.436
O: 3.17583 -0.66671 -0.65286  -0.521
O: -1.19044 -0.23370 2.77814  -0.592
H: -1.35055 -1.93572 0.03493  0.214
H: -0.86718 -2.79337 1.49328  0.243
H: -2.37894 -1.92021 1.44772  0.256
H: 0.48792 0.94354 1.33237  0.435
H: 0.25257 -1.22906 -0.55188  0.228
H: 0.98466 0.32160 -0.81166  0.229
H: 2.43824 -1.70877 0.96209  0.126
H: -1.54218 1.21428 -2.83845  0.472
H: -2.00271 -0.05136 -2.20326  0.468
O: -1.74599 0.30823 -3.03598  -0.941
H: 1.81084 3.12027 0.18537  0.489
H: 2.21629 1.81196 -0.37227  0.489
O: 1.43555 2.25328 -0.01793  -0.967
H: -1.23229 1.06886 0.00522  0.475
H: -0.62333 2.06015 -1.01570  0.485
O: -1.43904 1.61952 -0.75635  -0.961

(4)
Formula: C4H12NO2
Source: the Open Molecules 2025 dataset
Level of theory: ωB97M-V/def2-TZVPD

The LUMO energy is 2.818 eV. The calculation puts the gap between HOMO and LUMO at 5.269 eV. Its energy above the lowest of the compared OMol25 structures with the same formula, charge and spin is 210.61 kJ/mol. Its charge is -1. The calculation puts the max |F| at 4.90 eV/A.

Each line ends with the natural charge from an NBO analysis.
Geometry (Å):
C: -0.78054 1.93780 1.39403  0.064
O: 0.39539 2.12259 1.74563  -0.907
C: -1.40754 0.51834 1.75065  -0.487
C: -0.89760 -0.53868 0.71599  -0.434
C: 0.57326 -1.10015 0.82616  -0.202
N: 1.69273 -0.14856 1.02524  -0.904
H: -1.61247 2.63465 1.87158  -0.008
H: -0.93477 2.29485 0.33281  0.052
H: -0.93543 0.40073 2.66726  0.199
H: -2.45818 0.69865 1.79007  0.185
H: -1.48305 -1.38034 0.37946  0.182
H: -0.87520 0.03226 -0.25406  0.179
H: 0.88440 -1.60617 -0.11594  0.165
H: 0.61600 -1.85163 1.70792  0.154
H: 1.95591 0.09150 2.02289  0.358
H: 1.42698 0.80590 0.75325  0.404
H: 0.60881 -1.44734 -6.61498  0.473
H: 1.69973 -1.88429 -5.54945  0.481
O: 1.53157 -1.58011 -6.44851  -0.954

(5)
Formula: CH4NO2S2
Source: the Open Molecules 2025 dataset
Level of theory: ωB97M-V/def2-TZVPD

The LUMO energy is 3.517 eV. The calculation puts the gap between HOMO and LUMO at 7.391 eV. Its energy above the lowest of the compared OMol25 structures with the same formula, charge and spin is 359.71 kJ/mol. Its charge is -1. The calculation puts the max |F| at 4.19 eV/A.

Each line ends with the natural charge from an NBO analysis.
Geometry (Å):
C: -1.85474 -0.29096 -0.57164  -0.347
N: 0.38189 -0.49894 0.62145  -1.234
O: 1.81438 1.66986 0.61707  -0.972
O: 2.53378 -0.59555 -0.64949  -1.014
S: -2.72176 0.98888 -0.08801  -0.134
S: 1.39722 0.30225 -0.39670  1.557
H: -1.91179 -1.19530 -0.15961  0.149
H: -1.41637 -0.46681 -1.52432  0.164
H: 0.42347 -1.49217 0.63510  0.351
H: 1.35394 1.57875 1.51615  0.481

(6)
Formula: C3H2ClF
Source: the Open Molecules 2025 dataset
Level of theory: ωB97M-V/def2-TZVPD

The LUMO energy is 0.326 eV. The calculation puts the gap between HOMO and LUMO at 10.218 eV. Its energy above the lowest of the compared OMol25 structures with the same formula, charge and spin is 179.20 kJ/mol. Its charge is 0. As for the SMILES: C#C[C@@H](F)Cl. The calculation puts the max |F| at 11.64 eV/A.

Each line ends with the natural charge from an NBO analysis.
Geometry (Å):
C: -0.93044 0.38692 0.15977  0.075
C: 0.42253 -0.04250 -0.32805  -0.076
C: 1.68027 -0.57158 -0.15593  -0.194
H: -0.83656 0.46326 1.26358  0.203
H: 2.67755 -0.86051 -0.34475  0.237
F: -1.16338 1.57551 -0.35620  -0.302
Cl: -1.84997 -0.95109 -0.23841  0.057

(7)
Formula: C5H10O2
Source: the Open Molecules 2025 dataset
Level of theory: ωB97M-V/def2-TZVPD

The LUMO energy is 0.461 eV. The calculation puts the gap between HOMO and LUMO at 8.441 eV. Its energy above the lowest of the compared OMol25 structures with the same formula, charge and spin is 324.17 kJ/mol. Its charge is 0. As for the SMILES: C=C/C=C(/C)O.O. The calculation puts the max |F| at 2.28 eV/A.

Each line ends with the natural charge from an NBO analysis.
Geometry (Å):
C: -1.71764 -1.61613 1.70599  -0.384
C: -1.09028 -0.51861 1.29741  -0.226
C: -1.17418 -0.03751 -0.08935  -0.369
C: -0.20922 0.70183 -0.67875  0.374
O: 0.60135 1.56846 0.02355  -0.735
C: 0.01091 0.69947 -2.17969  -0.678
H: -1.73680 -1.92731 2.74077  0.195
H: -2.37299 -2.13419 1.01389  0.187
H: -0.89497 0.25832 2.03960  0.210
H: -2.14741 0.02524 -0.57237  0.218
H: 1.27602 1.04706 0.49788  0.509
H: 0.56313 1.61962 -2.36474  0.225
H: 0.48120 -0.26240 -2.36936  0.226
H: -0.90101 0.71160 -2.77059  0.226
H: 3.46587 0.64158 0.59725  0.478
H: 3.04229 -0.75839 0.26911  0.482
O: 2.80376 -0.01864 0.83942  -0.939